Molecular formula: C50H52N5O3RbS2
Method: DFT, the ωB97M-V functional and the def2-TZVPD basis

The geometry in XYZ format:
```
113
Properties=species:S:1:pos:R:3:mulliken_charge:R:1
Rb -0.15055 0.01060 0.16618 0.819
C 0.35521 -3.39679 1.10852 -0.955
N 1.21642 -2.66035 2.02315 0.929
C 2.62647 -2.89515 1.77221 -1.252
C 3.11852 -2.44098 0.40395 -1.599
N 3.33849 -1.01572 0.25692 0.955
C 3.61364 -0.70285 -1.13887 -1.142
C 4.30746 -0.41365 1.11672 -0.006
C 5.30198 -1.18382 1.71735 -0.228
C 6.26541 -0.62857 2.54926 -0.951
C 6.24594 0.74037 2.76822 -0.515
C 5.27390 1.51854 2.16225 -0.780
C 4.27308 0.98927 1.33114 -0.403
S 3.08483 2.06734 0.63676 0.121
C 0.82098 -2.87271 3.38974 -0.447
C 1.58094 -3.69499 4.22183 -0.011
C 1.24040 -3.93140 5.54759 -0.912
C 0.09198 -3.34064 6.05286 -0.487
C -0.67587 -2.52888 5.23758 -0.731
C -0.35119 -2.24853 3.89649 0.265
S -1.38340 -1.17602 2.99465 -0.262
H 0.59160 -4.47590 1.11509 0.218
H 0.46916 -3.03623 0.08310 0.297
H -0.68334 -3.24539 1.39933 0.129
H 2.87931 -3.97006 1.84712 0.321
H 3.18488 -2.37743 2.55154 0.927
H 2.38821 -2.71499 -0.36007 0.786
H 4.02459 -3.02330 0.14994 0.343
H 4.49749 -1.25649 -1.50311 0.198
H 3.78160 0.36472 -1.24230 0.217
H 2.75689 -0.97756 -1.76046 0.342
H 5.32306 -2.25248 1.54276 0.278
H 7.01129 -1.26120 3.01622 0.355
H 6.98081 1.20493 3.41721 0.320
H 5.24914 2.58776 2.33587 0.401
H 2.47470 -4.16552 3.83527 0.273
H 1.86626 -4.56535 6.16511 0.343
H -0.20372 -3.50173 7.08457 0.323
H -1.56600 -2.05234 5.63018 0.353
N 2.36529 1.77111 -2.72319 1.157
C 2.69013 1.26963 -3.93224 -0.112
C 3.89152 1.49347 -4.58135 -0.660
C 4.13237 0.93908 -5.85298 -0.646
C 3.20695 0.16504 -6.49696 -0.904
C 1.96733 -0.09864 -5.85793 0.832
C 0.93923 -0.88812 -6.42473 -0.708
C -0.22030 -1.09156 -5.73492 -0.915
C -0.37636 -0.51706 -4.45175 -0.113
N 0.55882 0.21669 -3.90125 0.131
C 1.70831 0.43742 -4.58312 0.450
H 2.98359 2.35023 -2.18054 -0.009
H 1.45596 1.53639 -2.35480 -0.810
H 4.65171 2.09686 -4.09947 0.478
H 5.08618 1.13852 -6.32873 0.369
H 3.40441 -0.25420 -7.47629 0.352
H 1.09073 -1.32414 -7.40680 0.381
H -1.02284 -1.69034 -6.14571 0.424
H -1.27254 -0.66666 -3.85555 0.319
C 3.78238 7.03708 0.43452 -1.649
C 2.68251 6.21506 -0.17770 0.809
C 1.82611 5.47491 0.61415 -0.872
C 0.85759 4.63546 0.06929 0.952
C 0.01250 3.82529 1.01227 -1.204
C 0.74539 4.57211 -1.32412 1.399
C -0.21686 3.65703 -1.97242 -1.214
O -0.57169 2.58871 -1.53168 -0.273
C 1.56955 5.35939 -2.15074 1.062
C 1.46234 5.31264 -3.65552 -1.633
C 2.53551 6.15522 -1.56261 -0.921
H 3.73940 6.99709 1.52214 0.354
H 3.72384 8.08187 0.12066 0.376
H 4.75598 6.64908 0.12794 0.326
H 1.94252 5.49618 1.69144 0.292
H -0.13964 4.38108 1.93849 0.429
H 0.55595 2.91290 1.27268 0.069
H -0.95459 3.55477 0.59558 0.226
H -0.63572 4.00178 -2.93678 0.243
H 1.65117 4.30754 -4.03704 0.231
H 2.19451 5.98593 -4.10139 0.365
H 0.47357 5.61577 -4.00673 0.369
H 3.20194 6.73299 -2.19613 0.312
C -6.32159 -4.69738 3.29025 -1.583
C -6.73890 -4.03236 2.00411 1.043
C -7.96513 -4.35524 1.43227 -0.838
C -8.35794 -3.77741 0.23391 -0.687
C -7.54544 -2.83448 -0.36791 -0.791
C -6.31917 -2.48150 0.19982 -0.369
N -5.54444 -1.51206 -0.44848 0.030
C -4.94414 -0.42927 0.17893 -0.276
C -5.47822 0.10122 1.35703 -0.759
C -4.89902 1.20205 1.96221 -0.617
C -3.79006 1.80908 1.39175 -0.775
C -3.25257 1.27693 0.22834 -0.105
C -3.79782 0.15508 -0.38668 0.625
C -3.13335 -0.47559 -1.60887 0.035
O -3.88409 -0.92949 -2.50468 -0.931
O -1.88049 -0.50586 -1.58863 -0.350
C -5.88259 -3.11746 1.37652 1.259
C -4.50796 -2.86418 1.92693 -1.285
H -7.15270 -5.25827 3.71990 0.369
H -5.97927 -3.96677 4.02489 0.316
H -5.49255 -5.39117 3.13108 0.332
H -8.61025 -5.07196 1.92920 0.306
H -9.30856 -4.04144 -0.21487 0.350
H -7.84977 -2.33310 -1.27858 0.468
H -5.24310 -1.63528 -1.41410 0.385
H -6.35074 -0.36905 1.79548 0.435
H -5.31566 1.58441 2.88665 0.347
H -3.32980 2.66948 1.86141 0.407
H -2.38715 1.75380 -0.21734 0.815
H -4.48034 -2.08275 2.69019 0.268
H -3.82087 -2.53646 1.14937 0.185
H -4.09158 -3.76361 2.38002 0.497
```

## Properties
ΔE to the lowest compared entry with this formula, charge and spin   132.2 kJ/mol
HOMO level   -1.58 eV
E_tot   -88618.096 eV
M   920.60 g mol⁻¹
LUMO   3.725 eV
Multiplicity   1
Total charge   -2
Strongest force on any atom   0.024 Eh/bohr
Orbital gap   5.309 eV

Molecular formula: C50H52N5O5PS2SiSnTe
Method: DFT, the ωB97M-V functional and the def2-TZVPD basis

The geometry in XYZ format:
```
118
Properties=species:S:1:pos:R:3:mulliken_charge:R:1
Sn 1.46989 0.67411 0.18471 1.205
C -0.42779 5.60144 3.29078 -0.399
O -1.62865 4.81618 3.06042 -0.422
C -1.16220 3.54949 2.75130 0.301
N 0.11385 3.43020 2.49061 0.118
C 0.72222 4.75098 2.69327 0.974
C 2.08597 4.79513 3.29394 -0.097
C 3.23424 5.20357 2.54354 -0.418
C 4.49278 4.98958 3.08916 -0.547
C 4.65394 4.58931 4.43381 -0.295
C 3.55746 4.42796 5.24483 -0.747
C 2.26576 4.32587 4.57883 0.004
C -2.05874 2.44246 3.03512 0.252
C -3.45726 2.75097 3.17093 -0.806
C -4.34054 1.68794 3.28529 -0.718
C -3.79338 0.35810 3.12718 -0.492
C -2.45472 0.13038 3.00979 0.439
N -1.58459 1.14344 2.93247 0.155
C -1.91007 -1.27880 2.98194 -0.202
N -0.82697 -1.79380 2.57539 0.086
C -0.89274 -3.27278 2.59993 1.533
C -2.22993 -3.56636 3.35336 -0.445
O -2.82323 -2.24060 3.49951 -0.452
C 0.35648 -3.74872 3.26957 0.013
C 0.32333 -4.79507 4.16119 -0.329
C 1.42670 -5.16473 4.87502 -0.641
C 2.69003 -4.59813 4.56174 -0.464
C 2.77957 -3.52750 3.73704 -0.721
C 1.60952 -3.13405 3.06744 -0.196
H -0.22390 5.64715 4.34739 0.314
H -0.61590 6.62297 2.90071 0.231
H 0.99482 5.09159 1.64248 -0.349
H 3.09355 5.59108 1.54266 0.228
H 5.33558 5.11367 2.41839 0.369
H 5.67333 4.49577 4.86397 0.300
H 3.71832 4.24082 6.34897 0.256
H 1.34601 4.05486 5.22426 0.197
H -3.70504 3.80545 3.38307 0.322
H -5.35951 1.71643 3.60954 0.414
H -4.36230 -0.56654 3.30955 0.386
H -0.87406 -3.70231 1.54041 -0.956
H -2.10254 -3.95709 4.39781 0.344
H -2.85114 -4.28683 2.80757 0.204
H -0.63914 -5.30871 4.41296 0.289
H 1.36379 -5.90125 5.68774 0.352
H 3.50306 -4.83288 5.19711 0.342
H 3.59019 -2.83165 3.78406 0.407
H 1.56219 -2.45286 2.26576 0.433
N -0.14987 -2.16052 -0.72576 0.849
C 0.49777 -1.24266 -0.51197 -0.889
H -0.88572 -2.93209 -0.74009 -0.299
Te 0.94818 0.83001 3.02974 -0.886
C 6.29340 0.52733 -0.36326 -1.239
C 4.89267 0.42080 -0.26333 0.661
N 3.73865 0.41763 -0.36085 -0.202
H 6.82916 1.22772 0.35551 0.291
H 6.55298 1.04539 -1.27102 0.277
H 6.82933 -0.40501 -0.31538 0.325
O 1.22529 2.37401 -0.92768 -0.011
Si 1.19310 3.11836 -2.34424 -1.047
C 2.65409 4.27291 -2.50538 0.333
C 3.02734 4.56243 -3.80222 -0.269
C 4.32141 5.02365 -3.94126 -0.496
C 5.06904 5.38127 -2.76743 -0.588
C 4.44556 5.48211 -1.55159 -0.306
C 3.13957 4.96603 -1.41490 0.524
C -0.37183 4.00309 -2.17970 0.780
C -1.40440 3.39691 -1.39426 -1.127
C -2.65922 3.91192 -1.36377 -0.351
C -3.04679 5.00020 -2.14774 -0.584
C -2.09093 5.60811 -2.93615 -0.625
C -0.73840 5.15926 -2.92758 -0.282
C 1.28476 1.86495 -3.74540 0.664
C 2.51587 1.21861 -3.86736 0.112
C 2.77837 0.09304 -4.68868 -0.780
C 1.67209 -0.50101 -5.32215 -0.465
C 0.44821 0.11483 -5.16649 -0.618
C 0.22284 1.30810 -4.48415 -0.523
H 2.27456 4.30586 -4.60022 0.334
H 4.73855 5.04879 -4.96879 0.314
H 6.17629 5.52465 -2.78590 0.288
H 4.91943 6.05504 -0.73330 0.387
H 2.58601 5.06408 -0.44724 -0.264
H -1.21346 2.62566 -0.73046 0.536
H -3.38180 3.34002 -0.81892 0.441
H -4.02454 5.40151 -1.91519 0.338
H -2.27168 6.48837 -3.55819 0.310
H 0.06426 5.70253 -3.35494 0.389
H 3.45539 1.64656 -3.32988 0.059
H 3.73444 -0.34438 -4.78131 0.435
H 1.70145 -1.43775 -5.87817 0.351
H -0.40735 -0.39546 -5.54082 0.408
H -0.73323 1.75394 -4.67197 0.397
C -5.57123 -5.28544 0.23908 -0.819
C -4.71602 -6.30254 -0.47611 0.462
C -5.30881 -7.68203 -0.77810 -1.558
O -4.31218 -5.81113 -1.84166 -0.345
P -3.38399 -4.50401 -1.88103 0.770
S -4.32480 -2.77217 -2.03331 -0.533
S -1.91699 -4.58691 -0.60101 -0.688
O -2.67861 -4.70633 -3.37999 -0.429
C -2.20278 -6.06480 -3.81652 1.186
C -0.73887 -6.07252 -3.88391 -1.157
C -2.95020 -6.31752 -5.13051 -1.521
H -6.62856 -5.59956 0.17724 0.370
H -5.44892 -4.34037 -0.27442 0.122
H -5.25345 -5.23455 1.34946 0.193
H -3.72231 -6.52326 -0.02734 0.247
H -4.45221 -8.34007 -0.94180 0.379
H -6.02330 -7.83401 -1.58573 0.313
H -5.74548 -7.99714 0.19966 0.412
H -2.63507 -6.77956 -3.03711 -0.003
H -0.35946 -6.16339 -4.94043 0.355
H -0.33139 -6.89854 -3.28171 0.256
H -0.38261 -5.06127 -3.47648 0.211
H -2.87348 -5.41932 -5.77020 0.299
H -4.02104 -6.45199 -4.99311 0.345
H -2.50729 -7.20463 -5.63768 0.407
```

## Properties
ΔE to the lowest compared entry with this formula, charge and spin   475.6 kJ/mol
HOMO level (spin up / spin down)   0.53 / 0.96 eV
E_tot   -122338.422 eV
M   1172.50 g mol⁻¹
LUMO (spin up / spin down)   3.600 / 3.675 eV
Multiplicity   1
Total charge   -2
Strongest force on any atom   0.076 Eh/bohr
Orbital gap (spin up / spin down)   3.072 / 2.713 eV

Question: What is the formula in the second record?
Answer: C50H52N5O5PS2SiSnTe

Question: Among the records above, which one has the lowest ΔE to the lowest compared entry with this formula, charge and spin?
Answer: C50H52N5O3RbS2

Question: Which value of total charge does entry 1 give?
Answer: -2

Question: ΔE to the lowest compared entry with this formula, charge and spin of number 1 (C50H52N5O3RbS2)?
Answer: 132.2 kJ/mol